1.
{
  "formula": "C33H41AsCl3F6N4O2P2PdS",
  "method": "wB97M-V/def2-TZVPD",
  "elements": ["Pd", "C", "P", "C", "C", "C", "P", "C", "C", "H", "H", "H", "H", "H", "H", "H", "H", "H", "H", "H", "H", "H", "H", "H", "H", "F", "As", "F", "F", "F", "F", "F", "C", "N", "N", "C", "O", "C", "C", "C", "C", "C", "C", "C", "C", "C", "H", "H", "H", "H", "H", "H", "H", "H", "H", "H", "H", "H", "Cl", "C", "C", "C", "C", "C", "C", "N", "C", "C", "N", "C", "O", "C", "C", "C", "Cl", "S", "C", "C", "C", "Cl", "C", "H", "H", "H", "H", "H", "H", "H", "H", "H", "H", "H", "H", "H"],
  "coordinates": [[2.42963, -1.28006, 0.01367], [4.46393, -0.99324, -2.54173], [4.45952, -1.57675, -0.83343], [5.78830, -0.72936, 0.02734], [4.85272, -3.35049, -0.89231], [3.62095, -4.08104, -1.42857], [2.15770, -3.48350, -0.51007], [0.70300, -3.93601, -1.46881], [2.11845, -4.44901, 1.01735], [5.41347, -1.25673, -3.01247], [4.36037, 0.09150, -2.55989], [3.64331, -1.43175, -3.10764], [6.73455, -0.98876, -0.45301], [5.82400, -1.04298, 1.07018], [5.64291, 0.34779, -0.01878], [5.09296, -3.67118, 0.12465], [5.74267, -3.50957, -1.50537], [3.70514, -5.16350, -1.31531], [3.46826, -3.87884, -2.49107], [0.76412, -4.99799, -1.71450], [0.65670, -3.34879, -2.38532], [-0.19504, -3.73663, -0.88104], [1.90634, -5.49399, 0.78479], [1.34028, -4.06130, 1.67376], [3.07833, -4.38845, 1.53014], [0.24808, 1.18097, -1.69420], [-0.96417, 0.28628, -0.80139], [0.21810, 0.02470, 0.48903], [-1.40266, 1.79691, -0.03513], [-0.40934, -1.18790, -1.51645], [-2.10293, 0.56346, -2.04867], [-2.13817, -0.55754, 0.14743], [-5.08819, -4.24370, 1.50307], [-3.82108, -3.60706, 1.84255], [-2.76629, -3.61777, 1.04313], [-1.71874, -2.89174, 1.66846], [-0.62859, -2.81675, 1.15928], [-2.28177, -2.42091, 2.91939], [-3.55244, -2.88530, 3.00330], [-4.58219, -2.75111, 4.06443], [-2.69046, -4.32726, -0.20429], [-2.72531, -3.59885, -1.38446], [-2.65757, -4.29200, -2.58457], [-2.55724, -5.67787, -2.58641], [-2.51498, -6.38706, -1.39118], [-2.57837, -5.71090, -0.18324], [-5.10531, -4.45990, 0.43972], [-5.89380, -3.56206, 1.76486], [-5.19324, -5.16852, 2.07167], [-1.75402, -1.82705, 3.64513], [-4.16729, -2.20451, 4.90681], [-4.90984, -3.72919, 4.41935], [-5.45768, -2.21075, 3.70131], [-2.80581, -2.51898, -1.35754], [-2.69666, -3.74930, -3.51884], [-2.51846, -6.21238, -3.52595], [-2.43822, -7.46561, -1.39965], [-2.54209, -6.24709, 0.75736], [-1.72453, 7.22297, 4.19213], [-0.95333, 6.47240, 2.87922], [-1.13261, 5.08580, 2.67095], [-0.51760, 4.44187, 1.60986], [0.29050, 5.14098, 0.72133], [0.86589, 4.44403, -0.49392], [2.38222, 4.14996, -0.46649], [2.65211, 2.90899, 0.23016], [2.76368, 2.69327, 1.58890], [2.87864, 1.34946, 1.74990], [2.85669, 0.74851, 0.50615], [2.73122, 1.71424, -0.37505], [0.57950, 5.27244, -1.60580], [-0.57557, 4.90919, -2.33111], [-1.69744, 5.78768, -1.84703], [-1.51915, 7.20518, -1.57171], [-0.22939, 8.10723, -1.95570], [-2.95702, 7.94223, -0.89554], [-3.75234, 6.46305, -1.02146], [-2.97539, 5.40513, -1.53185], [0.47920, 6.53799, 0.97112], [1.56348, 7.44016, 0.03011], [-0.14775, 7.19845, 2.03052], [-1.77005, 4.53609, 3.35121], [-0.69305, 3.38691, 1.44493], [0.34168, 3.48552, -0.59388], [2.95301, 4.96125, -0.01726], [2.71298, 4.03905, -1.49774], [2.77207, 3.49729, 2.30436], [2.98924, 0.78706, 2.66046], [2.63599, 1.59164, -1.43795], [-0.86677, 3.86783, -2.16569], [-0.38090, 5.04477, -3.39870], [-4.79241, 6.39273, -0.72303], [-3.36596, 4.40335, -1.64679], [0.02732, 8.25273, 2.19857]],
  "total_energy_ev": -192510.6857,
  "spin_multiplicity": 2,
  "homo_energy_ev": [-17.66, -17.66],
  "charge": 4,
  "gap_ev": [3.41, 3.40],
  "s2": 0.777
}

---

2.
{
  "formula": "C40H76F12O20",
  "method": "wB97M-V/def2-TZVPD",
  "elements": ["C", "C", "O", "C", "O", "C", "F", "F", "F", "H", "H", "H", "H", "H", "C", "C", "O", "C", "O", "C", "F", "F", "F", "H", "H", "H", "H", "H", "C", "C", "O", "C", "O", "C", "F", "F", "F", "H", "H", "H", "H", "H", "C", "C", "O", "C", "O", "C", "F", "F", "F", "H", "H", "H", "H", "H", "C", "O", "C", "C", "O", "C", "C", "O", "C", "H", "H", "H", "H", "H", "H", "H", "H", "H", "H", "H", "H", "H", "H", "C", "O", "C", "C", "O", "C", "C", "O", "C", "H", "H", "H", "H", "H", "H", "H", "H", "H", "H", "H", "H", "H", "H", "C", "O", "C", "C", "O", "C", "C", "O", "C", "H", "H", "H", "H", "H", "H", "H", "H", "H", "H", "H", "H", "H", "H", "C", "O", "C", "C", "O", "C", "C", "O", "C", "H", "H", "H", "H", "H", "H", "H", "H", "H", "H", "H", "H", "H", "H"],
  "coordinates": [[-2.57813, 0.28706, 4.53626], [-2.23239, 0.44155, 3.06823], [-3.38235, 0.16128, 2.25348], [-3.94509, 1.07798, 1.51385], [-3.68311, 2.25104, 1.54485], [-5.04441, 0.54970, 0.57520], [-6.20851, 1.17743, 0.78545], [-4.66501, 0.83390, -0.68003], [-5.25329, -0.75845, 0.71307], [-3.35619, 1.00713, 4.78369], [-1.66082, 0.55530, 5.06233], [-2.87220, -0.73660, 4.75952], [-1.42567, -0.21417, 2.74867], [-1.87605, 1.46163, 2.93676], [3.62664, 2.85542, -4.93785], [2.88769, 1.99744, -3.95143], [1.53159, 1.71538, -4.35577], [1.31969, 0.91749, -5.37789], [2.15589, 0.40759, -6.06301], [-0.16878, 0.63550, -5.63108], [-0.43360, 1.00383, -6.89620], [-0.45525, -0.65215, -5.49911], [-0.95278, 1.33670, -4.81619], [3.08535, 3.77668, -5.17045], [3.79179, 2.38889, -5.90830], [4.60440, 3.15557, -4.55859], [2.76868, 2.47841, -2.98324], [3.35960, 1.02664, -3.78470], [4.27052, 4.78883, 0.97984], [4.85772, 3.82675, -0.02312], [5.25941, 2.63834, 0.66804], [5.44039, 1.53249, -0.03583], [5.15854, 1.38642, -1.18270], [6.02645, 0.39461, 0.82103], [7.11687, -0.08902, 0.25415], [6.30522, 0.74684, 2.07234], [5.06874, -0.55159, 0.89575], [3.38879, 4.37646, 1.47134], [3.89490, 5.68427, 0.48101], [4.95365, 5.10437, 1.76711], [5.67920, 4.22902, -0.61529], [4.08327, 3.54872, -0.74396], [-2.67849, -3.20187, 2.64782], [-1.54687, -3.19377, 1.65103], [-0.36280, -3.60367, 2.36190], [0.70738, -3.84201, 1.63829], [0.78558, -3.67504, 0.46043], [1.88070, -4.41695, 2.45463], [1.69835, -4.27361, 3.76289], [1.98667, -5.72709, 2.16681], [3.03162, -3.83891, 2.09773], [-3.64808, -3.09180, 2.16045], [-2.60171, -2.39126, 3.37277], [-2.72802, -4.13033, 3.21813], [-1.32330, -2.19785, 1.25939], [-1.79351, -3.83043, 0.80042], [0.89195, 2.25721, 1.27830], [0.71522, 1.08832, 2.04690], [1.61932, 0.05592, 1.73028], [1.74092, -0.31939, 0.26112], [0.48035, -0.56576, -0.28954], [0.58824, -1.08164, -1.59972], [-0.82538, -1.34620, -2.09034], [-1.68233, -0.25215, -2.29562], [-1.52007, 0.92625, -1.55344], [1.92052, 2.63194, 1.31887], [0.20379, 2.99838, 1.67821], [0.62927, 2.05445, 0.23528], [1.44632, -0.85392, 2.30737], [2.60420, 0.41317, 2.06769], [2.34444, -1.23917, 0.29961], [2.36514, 0.40980, -0.27209], [1.13072, -2.02944, -1.67376], [1.08444, -0.39284, -2.29904], [-1.27262, -2.05466, -1.37671], [-0.79323, -1.95704, -2.99489], [-1.76624, 0.86838, -0.48625], [-2.19286, 1.69842, -1.92523], [-0.49324, 1.27887, -1.68855], [0.23261, 0.70121, 8.10673], [-0.21616, 1.33826, 6.92016], [0.80179, 2.11571, 6.30043], [1.71731, 1.28951, 5.42007], [2.75898, 0.73542, 6.21770], [3.68997, -0.05913, 5.53975], [3.15492, -1.43915, 5.16248], [2.79687, -2.24456, 6.26369], [3.89269, -2.71623, 6.98506], [0.41783, 1.42303, 8.90435], [1.04034, -0.01457, 7.95390], [-0.62115, 0.09842, 8.42807], [1.33956, 2.71395, 7.04016], [0.25580, 2.79739, 5.64324], [2.16395, 1.95303, 4.67147], [1.14038, 0.44086, 5.04406], [4.56084, -0.15057, 6.18890], [4.03858, 0.38949, 4.59523], [3.95834, -1.92536, 4.58815], [2.30612, -1.36500, 4.48385], [4.64163, -3.26484, 6.39986], [3.53564, -3.43608, 7.72642], [4.39852, -1.94237, 7.57576], [0.57174, -10.24723, -2.48495], [0.91853, -9.26962, -3.43568], [-0.18829, -8.87901, -4.22499], [0.15115, -7.65812, -5.04651], [0.21783, -6.43344, -4.35632], [1.27315, -6.32958, -3.42811], [1.22869, -4.93174, -2.83452], [1.50316, -3.83792, -3.67208], [2.86057, -3.71774, -4.00276], [0.38737, -11.19907, -3.00445], [-0.37250, -9.99461, -1.99009], [1.35723, -10.42829, -1.75801], [-1.02931, -8.66301, -3.55382], [-0.47874, -9.69558, -4.89731], [-0.55211, -7.55568, -5.87238], [1.11686, -7.83710, -5.54306], [2.23735, -6.61302, -3.87016], [1.17198, -7.01488, -2.57872], [1.95281, -4.92078, -2.00345], [0.29476, -4.83299, -2.27994], [3.51842, -3.46561, -3.15525], [2.92650, -2.85371, -4.66373], [3.27349, -4.63182, -4.43786], [-4.07343, 3.00799, -3.61806], [-4.29452, 4.34237, -3.98119], [-3.52664, 5.26695, -3.27247], [-4.14324, 6.64173, -3.34953], [-5.38918, 6.64902, -2.68865], [-6.02963, 7.90911, -2.79576], [-7.39131, 7.75593, -2.14552], [-7.26365, 7.69858, -0.73587], [-8.33425, 7.03670, -0.12452], [-4.64704, 2.40204, -4.32025], [-4.39674, 2.75931, -2.60145], [-3.03819, 2.66809, -3.74032], [-2.49031, 5.39678, -3.61988], [-3.41661, 4.97226, -2.22133], [-4.29770, 6.93979, -4.39529], [-3.42121, 7.37497, -2.96678], [-6.19920, 8.20881, -3.83489], [-5.43574, 8.64299, -2.24093], [-7.81121, 6.83765, -2.56527], [-7.98482, 8.65321, -2.36055], [-9.28512, 7.57756, -0.11809], [-8.06243, 6.88264, 0.92300], [-8.48165, 6.01872, -0.50004]],
  "smiles": "CCOC(=O)C(F)(F)F.CCOC(=O)C(F)(F)F.CCOC(=O)C(F)(F)F.CCOC(=O)C(F)(F)F.COCCOCCOC.COCCOCCOC.COCCOCCOC.COCCOCCOC",
  "total_energy_ev": -116266.6182,
  "spin_multiplicity": 1,
  "homo_energy_ev": -9.38,
  "charge": 0,
  "gap_ev": 9.63
}

---

3.
{
  "formula": "C3H24N2O10",
  "method": "wB97M-V/def2-TZVPD",
  "elements": ["C", "C", "N", "C", "N", "H", "H", "H", "H", "O", "H", "H", "O", "H", "H", "O", "H", "H", "O", "H", "H", "O", "H", "H", "O", "H", "H", "O", "H", "H", "O", "H", "H", "O", "H", "H", "O", "H", "H"],
  "coordinates": [[0.89618, 1.58148, 1.24108], [0.34979, 2.60359, 0.53883], [-0.94210, 2.70778, 0.99828], [-1.08972, 1.79849, 1.98752], [0.01023, 1.11473, 2.16870], [1.85336, 1.12876, 1.02548], [0.80859, 3.14060, -0.27216], [-1.55359, 3.33278, 0.50091], [-1.96779, 1.77312, 2.60728], [4.34430, -0.97677, 0.45946], [4.22615, -0.27777, -0.20165], [3.60349, -0.89084, 1.06895], [-1.60331, 2.20481, -1.64933], [-1.89717, 1.36632, -1.25371], [-0.84960, 1.88803, -2.16881], [-2.30147, -1.68371, -2.47397], [-2.62028, -0.88126, -2.88331], [-2.89247, -2.25924, -1.99386], [-0.00314, -1.68025, 3.27136], [-0.10804, -0.77678, 2.90894], [0.78075, -1.99443, 2.79050], [2.92546, 0.91222, -1.18017], [2.13776, 0.91002, -1.77531], [3.46151, 1.61235, -1.58219], [0.86021, 0.83528, -2.97343], [0.44205, 0.12811, -2.46293], [1.10383, 0.52816, -3.84935], [-2.80166, 0.03011, 0.19815], [-3.41807, -0.70771, 0.09970], [-3.39716, 0.76456, 0.39657], [-1.82855, -2.91876, 1.43928], [-1.25091, -2.48374, 2.11019], [-1.27864, -2.79007, 0.65307], [-0.35432, -0.54005, -0.57547], [0.28805, -1.09446, -0.10131], [-1.17853, -0.94706, -0.28392], [1.51151, -2.30068, 0.68340], [2.39416, -2.05495, 0.36154], [1.33916, -3.10275, 0.17170]],
  "smiles": "c1c[nH]cn1.O.O.O.O.O.O.O.O.O.O",
  "total_energy_ev": -26956.3102,
  "spin_multiplicity": 1,
  "homo_energy_ev": -8.59,
  "charge": 0,
  "gap_ev": 8.59
}

---

4.
{
  "formula": "C2H3N3O",
  "method": "wB97M-V/def2-TZVPD",
  "elements": ["O", "C", "N", "C", "N", "N", "H", "H", "H"],
  "coordinates": [[2.45030, -0.12476, 0.02767], [1.25434, -0.23141, -0.12499], [0.41362, -1.35354, -0.11635], [-0.80557, -0.91383, -0.00109], [-0.93115, 0.43079, 0.04141], [0.32996, 0.93816, -0.19402], [-1.72411, -1.40368, 0.18528], [-1.59383, 1.09257, -0.36606], [0.60645, 1.56570, 0.54815]],
  "smiles": "O=c1nc[nH][nH]1",
  "total_energy_ev": -8639.4125,
  "spin_multiplicity": 1,
  "homo_energy_ev": -9.57,
  "charge": 0,
  "gap_ev": 10.21
}

---

5.
{
  "formula": "C4H2Cl6",
  "method": "wB97M-V/def2-TZVPD",
  "elements": ["C", "C", "C", "C", "Cl", "Cl", "Cl", "Cl", "Cl", "Cl", "H", "H"],
  "coordinates": [[0.76197, -1.35475, -0.78231], [0.29153, -0.14208, -0.63028], [-0.04755, 1.15723, -1.14745], [-0.58753, -0.20241, 1.86882], [0.52569, 1.41693, -2.96959], [-1.82644, 1.24028, -1.41854], [0.64047, 2.42091, -0.17026], [0.96162, -0.34238, 2.82136], [-1.44088, -1.62886, 1.76066], [-1.45574, 1.19077, 2.35009], [0.91748, -1.94738, 0.07414], [1.25938, -1.80826, -1.75663]],
  "total_energy_ev": -79309.4323,
  "spin_multiplicity": 3,
  "homo_energy_ev": [-8.23, -10.63],
  "charge": 0,
  "gap_ev": [8.56, 8.22],
  "s2": 2.019
}